Below is C28H25N5OS3Tc as an isolated structure, with properties calculated with wB97M-V/def2-TZVPD.

Structure (XYZ):
```
63
Properties=species:S:1:pos:R:3
H 0.082 -4.744 -0.178
H -0.907 5.995 -0.270
H -4.277 -0.336 -0.599
H 0.565 -3.963 2.193
C 0.210 -2.620 -0.421
C -3.271 2.918 -0.426
C 3.694 -2.911 -0.990
C -3.792 4.235 -0.451
C -2.228 0.326 -0.399
H 2.886 -2.026 0.790
S -1.336 0.579 -3.676
C 3.223 -1.852 -0.233
S 0.513 1.820 1.636
H -0.355 2.033 -6.285
Tc 0.370 0.352 -0.262
H -4.871 4.367 -0.528
C 0.036 0.622 2.791
C 3.139 -0.557 -0.757
H -1.869 -0.707 -0.413
H -1.637 2.671 -5.253
H 3.599 0.658 -2.467
C -1.863 2.726 -0.323
H -0.410 0.368 4.759
N -0.135 -0.673 2.595
N 0.428 -1.594 -1.274
C -2.961 5.316 -0.390
C 4.110 -1.389 -2.817
C -4.130 1.790 -0.520
H 2.911 1.512 -0.152
S 1.010 1.743 -2.118
C 4.551 -3.793 -3.113
N 0.063 -1.045 1.316
C 0.724 -1.840 -2.552
C -3.623 0.528 -0.518
C -0.591 2.765 -5.517
H 2.657 0.314 1.116
H -3.371 6.321 -0.414
H 3.732 -3.914 -0.581
H -5.201 1.956 -0.598
N 4.870 -4.693 -3.764
C 0.552 -4.178 -2.200
N -0.163 1.040 4.054
C -0.071 1.619 -3.469
C 3.625 -0.340 -2.051
C 0.255 -3.925 -0.866
H 4.469 -1.213 -3.825
C -1.029 3.872 -0.271
C 4.122 -2.684 -2.299
C 2.513 0.522 0.060
H 0.911 -0.972 -3.161
C -1.563 5.130 -0.304
C -0.328 -3.362 1.989
H 0.035 3.738 -0.224
O 0.249 2.568 -4.366
C -0.024 -2.288 0.997
H -0.083 2.008 4.282
H 1.049 -3.283 -4.098
H -0.660 -2.914 2.919
H 0.607 -5.203 -2.558
C 0.797 -3.126 -3.057
H -0.370 3.764 -5.873
C -1.365 1.385 -0.317
H -1.102 -4.031 1.611
```

molecular weight: 641.74 g/mol
energy relative to the best compared isomer or geometry (same formula, charge and spin): 0.0 kcal per mole
HOMO-LUMO gap (alpha / beta): 6.26 / 6.26 eV
⟨S²⟩: 0.7781
electronic energy: -2706.359877 Eh
2S+1: 2

Below is a 2-piece molecular cluster, C4H12OS2 overall in a non-equilibrium geometry, with properties calculated with wB97M-V/def2-TZVPD.

Structure (XYZ):
```
19
Properties=species:S:1:pos:R:3
H -0.882 1.930 0.825
C -0.216 1.101 0.564
H 1.918 -0.074 -1.126
C -0.322 -1.996 -2.246
H 3.023 1.279 -0.910
C 0.986 1.640 -0.232
H -2.308 -1.077 3.124
H 0.010 0.640 1.526
O -3.008 -0.954 3.779
S -0.196 -1.833 -0.412
H -1.128 -1.355 -2.583
H -0.576 -3.026 -2.502
S -1.356 -0.081 -0.200
H 0.606 -1.755 -2.755
C 2.201 0.734 -0.458
H 2.466 0.341 0.523
H 0.531 1.966 -1.170
H 1.344 2.507 0.329
H -3.093 0.013 3.923
```

molecular weight: 140.27 g/mol
structure (SMILES): CCCSSC.O
energy relative to the best compared isomer or geometry (same formula, charge and spin): 9.7 kcal per mole
HOMO-LUMO gap: 9.04 eV
electronic energy: -1031.202335 Eh
2S+1: 1

Below is C3H4N2O2 as an isolated structure in a non-equilibrium geometry, with properties calculated with wB97M-V/def2-TZVPD.

Structure (XYZ):
```
11
Properties=species:S:1:pos:R:3
H -0.257 -0.756 -2.211
C 0.604 1.021 -1.274
N 0.833 1.335 0.043
N -0.020 -0.706 -0.128
H -1.532 0.569 3.428
O 0.122 -0.384 3.122
C 0.475 0.250 0.616
H -0.383 -1.575 0.101
C 0.019 -0.207 -1.413
H 0.711 1.789 -2.170
O -1.218 -0.406 3.406
```

molecular weight: 100.08 g/mol
energy relative to the best compared isomer or geometry (same formula, charge and spin): 195.8 kcal per mole
HOMO-LUMO gap (alpha / beta): 8.54 / 8.27 eV
electronic energy: -376.451714 Eh
2S+1: 1

Below is an isolated ion of composition C7H11N2 and charge +1 in a non-equilibrium geometry, with properties calculated with wB97M-V/def2-TZVPD.

Structure (XYZ):
```
20
Properties=species:S:1:pos:R:3
C 2.059 -0.356 -0.143
C -0.322 -1.076 -0.122
C 1.434 0.353 1.055
H -0.449 -3.174 -0.026
H -1.162 0.403 1.361
H 2.145 1.109 1.499
H 1.303 0.783 -2.108
C -0.838 0.378 0.330
H -2.180 0.215 -1.229
C -1.862 1.002 -0.586
H -1.447 1.810 -1.221
C -0.912 -2.212 0.214
N 0.928 -0.934 -0.809
H 2.929 -0.879 -0.292
C 1.210 0.420 -1.038
H -2.694 1.387 -0.033
H -1.769 -2.199 0.934
H 0.827 -0.223 1.796
H 0.332 2.126 0.221
N 0.468 1.067 0.197
```

molecular weight: 123.18 g/mol
structure (SMILES): C=C1[C@H](C)[N@H+]2C[C@@H]3[C@H]2N13
energy relative to the best compared isomer or geometry (same formula, charge and spin): 96.8 kcal per mole
total charge: +1
HOMO-LUMO gap: 10.78 eV
electronic energy: -382.469313 Eh
2S+1: 1

Below is C7H18MnO7 as an isolated structure in a non-equilibrium geometry, with properties calculated with wB97M-V/def2-TZVPD.

Structure (XYZ):
```
33
Properties=species:S:1:pos:R:3
H -4.038 -1.078 1.831
H 1.870 -3.369 1.023
H 0.536 -3.659 -0.035
H 4.733 1.157 0.146
C 2.583 0.917 0.634
H -2.207 1.790 -1.570
O -1.217 0.577 1.861
Mn 0.124 0.120 0.149
H 0.722 -2.004 -3.024
O -0.363 2.167 -0.571
H 4.434 1.097 1.781
H -2.294 2.747 -0.161
O -0.049 -0.424 -1.932
H 4.042 2.526 0.793
C 1.174 -2.865 0.353
H 0.617 -2.039 2.042
C -0.213 -1.642 -2.597
H -1.653 3.385 -1.666
O 0.596 -1.810 1.110
O 2.239 0.215 -0.361
C -1.635 2.522 -1.000
C -2.195 0.014 1.301
O 1.661 1.231 1.361
C 3.961 1.441 0.861
H 1.778 -2.464 -0.461
O -1.975 -0.371 0.165
C -3.625 -0.071 1.891
H -0.603 -2.403 -1.922
H -0.934 -1.670 -3.414
H 0.109 2.934 -0.239
H -3.708 0.236 2.934
H -0.149 0.276 -2.581
H -4.323 0.518 1.296
```

molecular weight: 269.15 g/mol
total charge: +1
HOMO-LUMO gap (alpha / beta): 10.22 / 3.96 eV
⟨S²⟩: 12.0079
electronic energy: -1954.931125 Eh
2S+1: 7

Below is an isolated ion of composition C15H20N2O2 and charge +2 in a non-equilibrium geometry, with properties calculated with wB97M-V/def2-TZVPD.

Structure (XYZ):
```
39
Properties=species:S:1:pos:R:3
H -2.111 -2.013 -0.544
H 0.719 3.289 -1.712
H -3.386 0.769 -2.835
C -1.072 1.883 -2.421
C 1.154 -0.844 1.231
H -1.646 2.129 -3.412
H -5.339 0.393 -0.985
N 5.883 -1.409 0.262
C -3.608 -0.770 1.460
C 3.329 -2.379 0.344
C -3.304 1.170 -1.719
H 2.536 -3.247 0.146
N -2.070 -0.782 1.464
C 3.851 0.301 1.180
H -0.776 3.218 -0.538
C -0.451 3.246 -1.678
H 5.262 -3.612 -0.423
O -1.870 1.199 -1.392
C -4.198 0.193 -0.710
H 3.494 1.363 1.574
H 1.088 0.398 3.353
H -1.752 0.389 3.444
O -3.988 0.472 0.720
C 2.782 -0.921 0.948
H -3.964 -0.908 -1.036
C -1.223 -0.132 2.538
C -1.422 -1.510 0.290
C 0.202 -1.599 0.082
H 0.659 -2.140 -0.854
C 0.443 -0.107 2.516
H -0.106 1.263 -2.749
H 6.897 -1.578 0.013
H -4.033 -1.748 0.979
C 5.440 -0.035 0.790
H -0.861 4.241 -2.140
H -3.722 2.262 -1.667
H 6.296 0.770 0.918
H -4.057 -0.660 2.557
C 4.925 -2.554 0.010
```

molecular weight: 260.34 g/mol
energy relative to the best compared isomer or geometry (same formula, charge and spin): 426.3 kcal per mole
total charge: +2
HOMO-LUMO gap: 5.86 eV
electronic energy: -842.360309 Eh
2S+1: 1

Below is an isolated ion of composition C3H7O2 and charge -1 in a non-equilibrium geometry, with properties calculated with wB97M-V/def2-TZVPD.

Structure (XYZ):
```
12
Properties=species:S:1:pos:R:3
H -1.429 -0.956 0.374
H 0.750 -1.310 0.257
O 1.507 1.616 0.675
H 1.240 1.963 -0.189
H 0.535 0.032 1.778
C -1.077 -0.725 -0.678
O -1.742 0.234 -1.268
C 0.479 0.607 0.847
H -1.078 -1.810 -1.094
H -0.590 0.822 0.964
H 0.929 -0.016 -1.279
C 0.476 -0.458 -0.386
```

molecular weight: 75.09 g/mol
structure (SMILES): [O-]CCCO
energy relative to the best compared isomer or geometry (same formula, charge and spin): 77.5 kcal per mole
total charge: -1
HOMO-LUMO gap: 6.55 eV
electronic energy: -268.916581 Eh
2S+1: 1

Below is a 7-piece molecular cluster, H14O6S overall in a non-equilibrium geometry, with properties calculated with wB97M-V/def2-TZVPD.

Structure (XYZ):
```
21
Properties=species:S:1:pos:R:3
H -0.980 0.655 -2.994
O -1.485 -0.503 2.457
H -0.306 0.261 -1.724
H 4.769 -0.290 -3.504
H -1.800 2.902 0.671
O -0.900 -0.112 -2.400
H 1.434 -2.131 2.480
O -1.371 2.252 1.243
H -2.188 -0.745 1.842
S 4.298 -1.323 -2.796
H -3.252 -0.135 -0.298
H 1.636 0.843 -0.372
H 0.856 0.126 0.742
O 1.172 -1.259 2.171
O -2.545 -0.766 -0.147
H 3.827 -0.535 -1.823
H -1.290 0.426 2.286
H -0.806 1.723 0.656
O 0.752 0.733 -0.017
H -2.080 -0.982 -0.962
H 0.259 -1.138 2.488
```

molecular weight: 142.17 g/mol
structure (SMILES): O.O.O.O.O.O.S
energy relative to the best compared isomer or geometry (same formula, charge and spin): 9.1 kcal per mole
HOMO-LUMO gap: 10.18 eV
electronic energy: -858.024524 Eh
2S+1: 1

Below is one molecule with the formula C18H18ClNO, with properties calculated with wB97M-V/def2-TZVPD.

Structure (XYZ):
```
39
Properties=species:S:1:pos:R:3
H -5.332 1.706 0.416
H -4.044 2.128 -2.313
H -3.880 3.787 0.238
C 3.946 -3.442 0.560
Cl 3.157 -4.307 1.850
C -4.472 2.507 -1.383
H -4.187 -0.453 0.346
H 2.036 -2.256 1.597
C -3.876 0.320 -0.361
C 5.215 -2.101 -1.481
C -3.404 3.250 -0.589
C -1.155 2.845 0.423
H -3.674 -0.178 -1.315
C 5.022 -4.030 -0.076
H -0.974 3.906 0.318
C 4.138 -1.513 -0.844
H -5.844 0.865 -1.052
N 2.393 -1.641 0.874
C 5.661 -3.356 -1.103
H 6.501 -3.814 -1.601
O 2.129 0.404 -0.095
C -2.367 2.322 -0.015
H -5.285 3.189 -1.639
C -2.599 0.957 0.119
H -2.915 3.997 -1.219
H 1.083 0.255 2.593
C 3.482 -2.174 0.192
H 0.750 2.465 1.315
C 1.790 -0.424 0.715
H 0.218 -1.176 1.999
C -1.615 0.153 0.681
H 5.355 -5.009 0.232
C -0.187 2.040 0.988
H 3.789 -0.537 -1.137
C -4.994 1.338 -0.556
H 5.709 -1.571 -2.280
C -0.412 0.677 1.124
C 0.647 -0.216 1.707
H -1.802 -0.909 0.775
```

molecular weight: 299.80 g/mol
structure (SMILES): O=C(Cc1ccc2c(c1)CCCC2)Nc1ccccc1Cl
HOMO-LUMO gap: 9.27 eV
electronic energy: -1286.948189 Eh
2S+1: 1

Below is a 2-piece molecular cluster, C10H12N2O3 overall in a non-equilibrium geometry, with properties calculated with wB97M-V/def2-TZVPD.

Structure (XYZ):
```
27
Properties=species:S:1:pos:R:3
H -2.446 0.357 0.173
N -1.668 0.114 0.855
C 1.736 3.207 0.646
C -0.826 -3.350 -1.629
N -0.335 0.563 0.696
O 1.379 0.524 -0.775
H 2.404 4.126 0.770
H -1.341 2.576 1.540
H -2.042 0.439 1.691
H -0.693 -1.309 -2.419
H 0.357 -4.209 1.454
O -0.609 3.119 -0.217
C 0.131 -1.437 -0.427
H 0.936 -1.926 1.610
H 2.034 2.227 0.630
O 0.693 3.082 1.624
C -0.539 -4.168 -0.499
H -0.865 -5.261 -0.609
C 0.148 -3.690 0.640
H -1.276 -3.675 -2.568
C 0.814 3.414 -0.666
C -0.404 2.709 0.986
C 0.451 -0.027 -0.221
C -0.430 -1.990 -1.632
C 0.522 -2.334 0.611
H 0.972 2.534 -1.259
H 0.900 4.384 -1.003
```

molecular weight: 208.22 g/mol
energy relative to the best compared isomer or geometry (same formula, charge and spin): 75.5 kcal per mole
HOMO-LUMO gap: 8.42 eV
electronic energy: -723.319781 Eh
2S+1: 1

Below is C40H37N3O6PRb as an isolated structure, with properties calculated with wB97M-V/def2-TZVPD.

Structure (XYZ):
```
88
Properties=species:S:1:pos:R:3
C 1.977 -3.705 -0.547
C -5.192 -0.080 -5.157
C 3.175 5.127 -1.866
C -2.903 -1.147 -4.025
C -1.842 -5.451 1.498
C 1.809 -3.096 -2.867
C 1.041 -1.997 -2.523
H -5.937 1.314 -0.069
H 2.525 1.430 0.347
H -2.010 -1.537 -3.553
H 4.778 -0.674 1.533
H 3.122 1.703 -3.846
H -5.269 1.156 -3.387
C 0.739 -1.757 -1.188
Rb -0.478 1.495 -0.035
H 2.691 7.079 2.706
C 2.024 4.037 0.006
H -2.670 -0.218 3.522
C -3.349 -1.610 -5.255
C 2.710 6.389 0.099
C 2.113 5.305 0.681
C 3.737 -0.992 1.592
C 2.242 7.762 1.978
H -0.213 -4.805 0.268
C -3.558 2.389 2.046
H 3.738 7.191 -1.625
C -0.809 -4.594 1.147
C 2.554 3.979 -1.338
C 3.447 -2.233 2.332
H 0.150 -0.884 -0.958
H 2.359 -4.364 0.226
C 2.284 -3.950 -1.876
H -4.843 -1.434 -6.792
H -1.213 -2.256 3.557
H 3.013 -5.399 4.520
O -2.549 2.397 4.186
C -2.387 -4.037 3.359
C 3.153 -4.515 3.909
C -3.593 -0.148 -3.346
H 3.584 5.081 -2.868
C -2.782 1.864 3.059
H -5.852 1.181 1.722
H -2.042 -6.327 0.892
O 1.693 1.840 -1.909
C 2.414 2.797 -2.176
C -0.551 -3.450 1.899
H -4.077 3.320 2.274
C -2.628 -5.178 2.608
C 3.174 2.731 -3.497
C 1.192 -2.607 -0.191
C -3.057 0.348 -2.008
H -2.796 -2.389 -5.770
O 3.322 0.880 0.517
H -2.222 0.082 1.845
H 2.692 3.374 -4.238
H 5.498 -2.301 2.930
H 1.165 7.577 1.944
C -2.146 0.480 2.861
P 0.711 -2.179 1.523
C -4.495 -1.078 -5.829
N -3.852 1.189 -1.410
C -1.363 -3.173 2.999
H -3.443 -5.841 2.873
H 4.213 3.047 -3.410
H 2.052 -3.287 -3.906
C 2.072 -3.987 3.217
C 3.270 6.317 -1.193
C -3.994 1.719 0.799
H 2.897 -4.804 -2.140
H -5.172 -0.072 0.663
H 1.685 5.331 1.672
C 4.400 -3.918 3.802
C -4.746 0.379 -3.927
O 1.513 3.051 0.606
H -1.097 0.514 3.168
C 2.186 -2.851 2.413
N 2.821 -0.264 1.095
O 2.829 7.618 0.704
H 0.673 -1.303 -3.268
C 4.533 -2.787 3.015
H -3.016 -3.796 4.208
H -6.088 0.348 -5.594
H 5.259 -4.317 4.327
C -5.329 1.004 0.784
O -1.931 -0.123 -1.659
N -3.275 1.776 -0.262
H 2.429 8.790 2.283
H 1.112 -4.478 3.295
```

molecular weight: 772.19 g/mol
energy relative to the best compared isomer or geometry (same formula, charge and spin): 28.9 kcal per mole
total charge: -2
HOMO-LUMO gap: 4.60 eV
electronic energy: -2527.607477 Eh
2S+1: 1

Below is a 19-piece molecular cluster, H38O19 overall in a non-equilibrium geometry, with properties calculated with wB97M-V/def2-TZVPD.

Structure (XYZ):
```
57
Properties=species:S:1:pos:R:3
O -2.043 1.689 3.943
H -1.804 -3.860 0.432
H -2.277 -0.443 0.346
H -2.844 -0.026 -0.847
H 0.778 2.606 1.125
H -0.662 -4.756 0.772
H -4.880 -1.292 -1.946
H -2.286 -2.726 3.813
H 3.355 0.628 2.200
O 1.267 -1.178 1.258
H -2.660 -1.777 2.579
O -0.506 -3.036 -3.338
H 3.074 1.965 1.285
H -2.089 -2.520 -0.697
H 0.510 -0.736 -4.691
H -2.701 1.107 4.078
H 0.730 -0.373 1.339
H -0.099 1.542 1.634
O 3.466 2.300 0.531
H 3.703 3.234 0.560
H 4.077 0.419 3.449
H 0.360 -2.381 1.746
H -1.313 1.280 4.484
H 1.321 4.058 0.802
H 1.590 -0.141 -1.965
O -1.322 -1.985 -0.571
O -1.341 -4.630 0.122
H 1.930 -1.294 1.852
H 1.777 -0.265 -4.985
O -4.088 0.838 -2.703
H 1.919 4.313 2.157
H 1.178 -3.280 2.798
H -1.231 -1.824 -1.563
O 3.329 0.009 2.923
O -2.918 0.185 0.148
O 3.749 -0.385 -2.702
H -4.111 1.589 -1.924
H -1.100 3.191 3.396
O 0.203 1.800 0.792
H 3.391 -1.167 -2.301
O -0.054 2.904 3.168
H 1.790 3.668 -2.612
H -3.934 -2.147 -2.659
O 0.513 -3.222 2.239
O 1.214 -0.994 -5.190
H -3.379 0.275 -2.727
O -2.844 -1.988 3.418
O -3.970 -1.552 -1.960
O 2.240 4.460 1.214
O 0.828 0.052 -2.610
H -0.741 -3.170 -4.232
H 0.496 -2.770 -3.149
H 0.347 3.337 3.956
H 0.742 0.965 -2.591
H 3.146 -0.310 -3.476
H 2.477 3.668 -1.327
O 1.697 4.146 -1.792
```

molecular weight: 342.29 g/mol
energy relative to the best compared isomer or geometry (same formula, charge and spin): 196.9 kcal per mole
HOMO-LUMO gap: 10.01 eV
electronic energy: -1452.125971 Eh
2S+1: 1